Entry 1:
63
Properties=species:S:1:pos:R:3:forces:R:3 method="wB97M-V/def2-TZVPD" homo_ev=-11.311 de_lowest_kj_mol=0.00 molar_mass_g_mol=930.57 total_charge=+1 gap_ev=5.7760
Tc 0.041785 -0.436947 0.319613 -0.3 0.3 -0.1
N -2.351007 -1.068138 2.767558 0.0 0.0 0.0
C -1.071667 -0.813229 3.156676 0.1 0.0 0.0
N -0.673974 -0.748982 4.405977 -0.1 0.0 0.0
N 0.652508 -0.498523 4.335032 0.0 0.0 0.0
N 1.046677 -0.422528 3.127685 0.0 0.0 0.0
N -0.034894 -0.618151 2.311156 0.1 -0.1 0.0
C -2.743568 -1.179578 1.461713 0.0 0.0 -0.1
N -3.915522 -1.630773 1.083259 0.0 0.0 0.0
N -3.857780 -1.624604 -0.266469 0.0 0.0 0.0
N -2.732200 -1.197223 -0.683510 0.0 0.0 0.0
N -1.970688 -0.858968 0.405867 -0.1 0.0 0.1
H -3.022345 -1.301122 3.483875 0.0 0.0 0.0
Br 0.391316 -7.293212 -0.296773 0.0 0.0 0.0
C 0.270301 -5.438961 -0.083299 0.0 0.0 0.0
C 0.332887 -4.871192 1.178258 0.0 0.0 0.0
C 0.243952 -3.497113 1.278848 0.0 0.0 0.0
N 0.091416 -2.704988 0.214503 0.0 -0.1 0.1
C 0.030231 -3.254837 -1.005573 0.0 0.0 0.0
C 0.120289 -4.623126 -1.193932 0.0 0.0 0.0
C -0.158405 -2.294818 -2.113769 -0.1 0.0 -0.1
C -0.410730 -2.702349 -3.412222 0.0 0.0 0.0
C -0.675008 -1.748238 -4.378909 0.0 0.0 0.0
Br -1.013661 -2.266714 -6.142749 0.0 0.0 0.0
C -0.703155 -0.410470 -4.020867 0.0 0.0 0.0
C -0.436189 -0.083431 -2.710135 0.1 0.0 0.0
N -0.141561 -0.994708 -1.774681 0.1 0.0 0.1
H 0.451575 -5.475550 2.065400 0.0 0.0 0.0
H 0.302513 -3.009209 2.241904 0.0 0.0 0.0
H 0.077119 -5.061428 -2.178580 0.0 0.0 0.0
H -0.429954 -3.748652 -3.672977 0.0 0.0 0.0
H -0.936983 0.363454 -4.736706 0.0 0.0 0.0
H -0.470091 0.944874 -2.386031 0.0 0.0 0.0
S 5.131985 -1.483448 0.703774 0.0 0.0 -0.1
As 5.649979 0.474053 -0.338592 0.0 0.0 0.0
S 2.202481 -0.632911 0.050451 0.1 -0.1 -0.1
S 3.412267 -0.851098 1.647968 0.0 0.0 0.1
S 7.192774 0.007293 -1.533020 0.0 0.0 0.0
C -2.823537 2.009802 -0.946989 0.0 0.0 0.0
Si -1.588218 2.464518 0.372892 0.0 0.0 0.0
C -1.064317 4.233121 0.109437 0.0 -0.1 0.0
C -2.166089 2.200150 2.123875 0.0 0.0 -0.1
N -0.039273 1.395823 0.187067 -0.2 0.0 -0.1
C 1.143460 2.214712 0.118910 0.1 0.0 0.1
C 1.801400 2.423020 -1.086850 0.0 0.1 0.0
C 2.923042 3.241699 -1.118154 0.0 0.0 0.0
C 3.390924 3.833738 0.044978 0.0 0.0 0.0
C 2.740664 3.598231 1.249397 0.0 0.0 0.0
C 1.610510 2.796320 1.291961 0.0 0.0 0.0
H -3.820723 1.985554 -0.499095 0.0 0.0 0.0
H -2.679178 1.041618 -1.420852 0.0 0.0 0.0
H -2.830288 2.782032 -1.718995 0.0 0.0 0.0
H -1.967666 4.797272 -0.139703 0.0 0.0 0.0
H -0.361341 4.355757 -0.715773 0.0 0.0 0.0
H -0.621393 4.682191 0.998327 0.0 0.0 0.0
H -2.594819 3.137350 2.486963 0.0 0.0 0.0
H -1.356821 1.930228 2.805146 0.0 0.0 0.0
H -2.942053 1.438030 2.192694 0.0 0.0 0.0
H 1.443488 1.960308 -1.997009 0.0 0.0 0.0
H 3.428965 3.416248 -2.058812 0.0 0.0 0.0
H 4.260819 4.475802 0.015476 0.0 0.0 0.0
H 3.113781 4.039972 2.163763 0.0 0.0 0.0
H 1.105992 2.602069 2.230625 0.0 0.0 0.0

***

Entry 2:
48
Properties=species:S:1:pos:R:3:forces:R:3 method="wB97M-V/def2-TZVPD" homo_ev="-17.366 / -17.193" spin_multiplicity=3 de_lowest_kj_mol=0.00 molar_mass_g_mol=606.25 total_charge=+3 gap_ev="6.0728 / 6.6838"
W -0.636749 -0.899333 0.054532 -0.3 -0.4 0.1
C -1.122187 -0.184763 4.334592 0.0 0.0 -0.1
C -1.374005 -0.573537 3.025876 0.0 0.0 0.1
N -0.585208 -0.197381 2.008961 0.1 0.3 -0.1
C 0.486665 0.631667 2.251983 -0.1 -0.1 -0.1
C 0.823672 1.022919 3.552768 0.0 0.0 0.0
C -0.018306 0.599086 4.601332 0.0 0.0 0.0
C 1.969491 1.839487 3.731058 0.0 0.0 0.0
C 2.712223 2.208503 2.642643 0.0 0.0 0.0
C 2.345492 1.829852 1.334179 0.0 0.0 0.1
C 1.213451 1.073045 1.116643 -0.1 -0.1 0.1
N 0.609497 0.644236 -0.089792 0.2 0.1 -0.1
C 0.808521 1.192534 -1.379691 -0.1 0.0 0.0
C 1.752819 2.090892 -1.832147 0.0 0.0 -0.1
C 1.726318 2.548552 -3.165479 0.0 0.0 0.0
C 0.766499 2.133978 -4.046672 0.0 0.0 0.0
C -0.227797 1.218355 -3.618502 0.0 0.0 0.0
C -1.297652 0.781760 -4.424919 0.0 0.0 0.0
C -2.251848 -0.073250 -3.912564 0.0 0.0 0.1
C -2.127648 -0.515690 -2.603669 -0.1 0.0 -0.1
N -1.108735 -0.135138 -1.817342 0.1 0.2 0.1
C -0.178403 0.754508 -2.297670 0.1 0.0 0.0
H -1.789549 -0.507048 5.120686 0.0 0.0 0.0
H -2.217390 -1.208395 2.781791 0.0 0.0 0.0
H 0.200589 0.903036 5.618198 0.0 0.0 0.0
H 2.246849 2.159618 4.726944 0.0 0.0 0.0
H 3.598245 2.814563 2.771055 0.0 0.0 0.0
H 2.993021 2.146696 0.535496 0.0 0.0 0.0
H 2.529063 2.483947 -1.200335 0.0 0.0 0.0
H 2.482610 3.254377 -3.479611 0.0 0.0 0.0
H 0.745963 2.507785 -5.062086 0.0 0.0 0.0
H -1.375318 1.134997 -5.446449 0.0 0.0 0.0
H -3.091475 -0.404182 -4.506443 0.0 0.0 0.0
H -2.851048 -1.196141 -2.170669 0.0 0.0 0.0
C -0.431484 -6.274273 -0.681607 0.0 0.0 0.0
As 0.448745 -4.668828 -0.139154 -0.1 0.0 0.0
C 1.670062 -4.050819 -1.476634 0.0 0.0 0.0
C 1.287017 -4.879842 1.566589 0.0 0.0 0.0
S -1.199051 -3.202353 0.090505 0.1 0.0 0.0
H 0.325672 -7.055216 -0.766835 0.0 0.0 0.0
H -0.913391 -6.114337 -1.644183 0.0 0.0 0.0
H -1.166466 -6.549688 0.072792 0.0 0.0 0.0
H 2.430069 -4.817372 -1.633450 0.0 0.0 0.0
H 2.144561 -3.131962 -1.136631 0.0 0.0 0.0
H 1.120592 -3.887016 -2.401797 0.0 0.0 0.0
H 2.037516 -5.667379 1.486351 0.0 0.0 0.0
H 0.529000 -5.166695 2.293296 0.0 0.0 0.0
H 1.762759 -3.944552 1.854332 0.0 0.0 0.0

***

Entry 3:
52
Properties=species:S:1:pos:R:3:forces:R:3 method="wB97M-V/def2-TZVPD" homo_ev="-5.894 / -5.775" spin_multiplicity=2 molar_mass_g_mol=530.27 gap_ev="5.9288 / 5.7444"
V -0.102069 0.052858 0.122236 -0.1 0.2 1.1
O -2.416494 -3.515351 3.352121 0.0 0.0 0.2
C -2.046172 -2.492714 4.177374 -0.1 0.0 -0.1
C -2.444903 -2.551087 5.505688 0.1 0.1 0.0
C -2.089263 -1.530213 6.372088 0.0 0.0 0.1
C -1.344811 -0.446838 5.924761 0.0 -0.1 0.0
C -0.946899 -0.397697 4.596560 0.1 0.0 0.0
C -1.281337 -1.415211 3.715053 -0.1 -0.1 0.1
C -0.785546 -1.417198 2.292636 0.2 0.2 -0.2
O -0.035213 -0.280137 1.955836 -0.1 -0.3 -0.3
N -1.940266 -1.582191 1.391628 -0.1 0.1 -0.3
N -1.513436 -1.188576 0.068697 -0.2 -0.6 -0.3
C -2.229109 -1.751237 -0.922053 0.1 0.1 0.7
C -1.937326 -1.486589 -2.266298 0.2 0.1 -0.8
Br -0.486402 -0.135710 -2.434982 -0.2 -0.1 0.0
C -2.391728 -2.073760 -3.401631 0.1 0.2 0.4
C -2.219227 -1.670869 -4.800030 0.0 -0.1 0.2
C -2.116180 -2.662693 -5.779026 0.0 -0.1 -0.1
C -1.960673 -2.336439 -7.115091 0.0 0.0 0.0
C -1.906160 -1.004489 -7.505927 0.0 0.0 0.0
C -2.027210 -0.008832 -6.546166 0.0 0.0 -0.1
C -2.191465 -0.337138 -5.209881 0.0 0.1 0.0
H -2.384826 -3.186176 2.438169 0.0 0.0 -0.1
H -3.036179 -3.394824 5.834504 0.0 0.0 0.0
H -2.403259 -1.580904 7.407160 0.0 0.0 0.0
H -1.072133 0.346755 6.606563 0.0 0.0 0.0
H -0.350735 0.423264 4.221390 0.0 0.0 0.0
H -0.163726 -2.318416 2.141186 -0.1 0.1 0.0
H -2.664758 -0.923804 1.678596 0.1 0.0 -0.1
H -3.051848 -2.413763 -0.681562 0.0 0.1 0.1
H -2.971029 -2.978125 -3.231037 0.1 0.0 0.0
H -2.153925 -3.704102 -5.481633 0.0 0.0 0.0
H -1.881344 -3.123159 -7.854096 0.0 0.0 0.0
H -1.782760 -0.749426 -8.549894 0.0 0.0 0.0
H -2.007902 1.032099 -6.841569 0.0 0.0 0.0
H -2.321898 0.449529 -4.478607 0.0 0.0 0.0
F -2.211223 2.059749 -0.687859 0.0 0.0 -0.1
C -1.269546 1.735732 0.253064 0.1 0.3 -0.1
F -0.181710 2.657269 0.039485 -0.2 -0.2 0.0
H -1.686884 2.026145 1.223545 0.1 -0.1 0.0
C 2.426845 -2.372280 -0.132947 0.0 -0.1 0.0
C 2.843133 -0.946274 -0.115530 -0.2 -0.1 0.0
N 2.036978 0.094678 -0.131319 0.2 0.1 -0.2
C 2.838807 1.225621 -0.090752 -0.2 0.0 0.0
C 4.136806 0.848842 -0.052189 0.0 -0.1 0.0
N 4.121988 -0.531799 -0.069237 0.1 0.1 0.0
H 1.344861 -2.445223 -0.243356 0.0 0.1 0.0
H 2.702739 -2.871051 0.797027 0.0 0.0 0.0
H 2.884521 -2.904310 -0.967651 0.0 0.0 0.0
H 2.405350 2.210897 -0.085705 0.0 0.0 0.0
H 5.049441 1.413329 -0.015129 0.0 0.0 0.0
H 4.922506 -1.138465 -0.044914 0.0 0.0 0.0